{
  "formula": "C18H74N2O21",
  "method": "ωB97M-V with the def2-TZVPD basis set",
  "symbols": ["C", "C", "C", "C", "C", "C", "N", "O", "C", "C", "C", "H", "H", "H", "H", "H", "H", "H", "H", "H", "H", "H", "H", "H", "H", "H", "H", "H", "H", "C", "C", "C", "C", "C", "C", "N", "O", "C", "C", "C", "H", "H", "H", "H", "H", "H", "H", "H", "H", "H", "H", "H", "H", "H", "H", "H", "H", "H", "O", "H", "H", "O", "H", "H", "O", "H", "H", "O", "H", "H", "O", "H", "H", "O", "H", "H", "O", "H", "H", "O", "H", "H", "O", "H", "H", "O", "H", "H", "O", "H", "H", "O", "H", "H", "O", "H", "H", "O", "H", "H", "O", "H", "H", "O", "H", "H", "O", "H", "H", "O", "H", "H", "O", "H", "H"],
  "positions_angstrom": [[-5.553, 0.624, 6.172], [-4.150, 0.510, 5.450], [-4.228, -0.938, 4.869], [-3.110, -1.328, 3.862], [-3.108, -0.250, 2.755], [-2.888, 1.144, 3.256], [-3.838, 1.493, 4.356], [-3.904, 2.861, 4.804], [-3.041, 1.967, 1.960], [-1.345, 1.350, 3.640], [-3.035, 0.583, 6.589], [-6.275, 0.934, 5.417], [-5.510, 1.438, 6.896], [-5.822, -0.301, 6.681], [-5.181, -1.053, 4.354], [-4.335, -1.720, 5.620], [-3.334, -2.300, 3.422], [-2.128, -1.410, 4.327], [-4.061, -0.362, 2.238], [-2.247, -0.591, 2.180], [-2.492, 1.684, 1.062], [-2.692, 3.000, 1.928], [-4.079, 1.899, 1.635], [-1.282, 2.334, 4.105], [-0.718, 1.490, 2.759], [-0.984, 0.549, 4.286], [-2.095, 0.269, 6.134], [-3.369, -0.006, 7.443], [-2.804, 1.613, 6.861], [-0.653, -0.258, -1.131], [0.783, 0.251, -0.595], [1.338, -0.816, 0.392], [1.989, -1.989, -0.307], [3.021, -1.552, -1.322], [2.385, -0.641, -2.403], [1.783, 0.493, -1.689], [1.651, 1.755, -2.431], [1.344, -1.444, -3.301], [3.592, -0.233, -3.297], [0.530, 1.544, 0.256], [-0.613, -1.232, -1.617], [-1.060, 0.432, -1.870], [-1.466, -0.390, -0.416], [0.512, -1.274, 0.936], [1.922, -0.284, 1.143], [1.357, -2.743, -0.775], [2.458, -2.592, 0.471], [3.342, -2.453, -1.845], [3.900, -1.156, -0.813], [0.798, -0.735, -3.924], [0.714, -2.140, -2.747], [1.981, -1.993, -3.994], [4.260, 0.329, -2.644], [3.370, 0.396, -4.159], [4.062, -1.117, -3.728], [1.380, 2.226, 0.233], [0.485, 1.348, 1.327], [-0.284, 2.142, -0.154], [-3.740, 1.766, -3.227], [-3.910, 2.312, -2.458], [-2.815, 1.532, -3.155], [3.713, 2.625, -0.670], [3.764, 2.289, 0.224], [2.998, 2.132, -1.072], [-2.323, -1.192, -4.161], [-1.662, -0.509, -4.049], [-3.052, -0.914, -3.607], [-0.587, 1.521, -4.432], [-0.160, 1.531, -5.288], [0.134, 1.514, -3.803], [2.632, 4.977, -0.984], [2.641, 5.375, -1.855], [3.020, 4.111, -1.112], [-0.362, 3.927, -2.065], [0.016, 3.054, -2.168], [-0.381, 4.070, -1.119], [-2.430, -3.071, -0.656], [-1.861, -2.976, 0.109], [-3.307, -3.183, -0.290], [3.665, -4.168, 2.637], [3.345, -4.591, 3.434], [4.612, -4.106, 2.763], [-1.866, -3.791, -3.285], [-1.794, -3.665, -2.338], [-2.074, -2.922, -3.627], [4.554, 1.185, 1.540], [4.321, 0.438, 2.091], [5.282, 0.870, 1.004], [2.630, -5.337, 0.406], [1.682, -5.441, 0.482], [2.872, -4.793, 1.155], [-4.178, -1.227, -2.133], [-3.599, -1.844, -1.685], [-4.590, -0.729, -1.427], [2.930, 3.563, -4.607], [2.168, 3.809, -5.132], [2.614, 2.857, -4.043], [4.229, -1.315, 2.528], [3.854, -2.188, 2.414], [4.364, -1.233, 3.472], [-0.079, -1.686, -6.848], [0.646, -1.914, -7.429], [-0.054, -0.730, -6.796], [0.124, -4.016, -5.388], [-0.526, -3.941, -4.690], [0.022, -3.213, -5.898], [0.237, 5.025, 0.419], [0.512, 5.348, 1.276], [1.050, 4.941, -0.079], [6.200, -1.933, -2.859], [5.271, -1.731, -2.971], [6.306, -2.801, -3.247], [2.191, 2.997, 3.593], [2.179, 2.745, 2.669], [1.297, 3.287, 3.775]],
  "largest_force_ha_per_bohr": 0.05281,
  "e_homo_ev": -0.18,
  "e_above_lowest_kcal_mol": 42.3,
  "charge": -2,
  "gap_ev": 2.8
}

=====

{
  "formula": "C15H25NO2",
  "method": "ωB97M-V with the def2-TZVPD basis set",
  "symbols": ["C", "H", "H", "H", "C", "C", "C", "C", "C", "C", "C", "H", "O", "C", "C", "H", "C", "C", "N", "H", "C", "C", "O", "C", "H", "H", "H", "H", "H", "H", "H", "H", "H", "H", "H", "H", "H", "H", "H", "H", "H", "H", "H"],
  "positions_angstrom": [[5.075, 1.105, -3.902], [5.491, 0.954, -4.887], [5.282, 1.904, -3.468], [3.973, 1.185, -4.229], [5.260, 0.000, -3.249], [4.663, 0.168, -1.771], [5.306, 0.926, -0.627], [4.469, 0.877, 0.355], [3.213, 0.409, 0.507], [2.548, -0.173, -0.469], [3.399, -0.581, -1.573], [2.914, -1.057, -2.537], [1.253, -0.594, -0.604], [0.555, -0.671, 0.790], [-0.819, -1.307, 0.338], [-1.159, -0.706, -0.313], [-1.738, -1.042, 1.689], [-2.977, -1.878, 1.514], [-3.982, -1.608, 0.408], [-3.336, -1.616, -0.380], [-4.331, -0.140, 0.396], [-5.150, 0.019, 1.805], [-6.128, 1.085, 1.638], [-5.406, 2.424, 1.883], [-4.883, 2.396, 0.749], [-5.042, 2.406, 2.701], [-6.342, 3.333, 1.702], [-4.790, -0.059, 2.659], [-5.882, -0.740, 1.756], [-4.922, 0.165, -0.362], [-3.542, 0.500, 0.571], [-3.618, -1.940, 2.265], [-2.832, -3.038, 1.298], [-1.897, -0.057, 1.871], [-1.166, -1.603, 2.508], [-0.612, -2.495, 0.299], [0.985, -1.155, 1.425], [0.480, 0.534, 1.212], [2.687, 0.594, 1.550], [5.092, 1.380, 1.381], [6.159, 1.247, -0.652], [6.632, -0.174, -2.672], [5.119, -0.977, -3.573]],
  "largest_force_ha_per_bohr": 0.36058,
  "e_homo_ev": -8.62,
  "e_above_lowest_kcal_mol": 381.0,
  "charge": 0,
  "gap_ev": 9.3
}

=====

{
  "formula": "C34H53F8N3O13S5",
  "method": "ωB97M-V with the def2-TZVPD basis set",
  "symbols": ["O", "C", "C", "C", "C", "C", "C", "C", "C", "N", "C", "C", "C", "C", "C", "C", "F", "F", "F", "C", "C", "C", "C", "C", "F", "F", "C", "F", "F", "F", "C", "N", "S", "N", "C", "H", "H", "H", "H", "H", "H", "H", "H", "H", "H", "H", "H", "H", "H", "H", "H", "H", "H", "H", "H", "H", "O", "S", "O", "O", "C", "C", "C", "H", "H", "H", "H", "H", "H", "H", "H", "O", "S", "O", "O", "C", "C", "C", "H", "H", "H", "H", "H", "H", "H", "H", "O", "S", "O", "O", "C", "C", "C", "H", "H", "H", "H", "H", "H", "H", "H", "O", "S", "O", "O", "C", "C", "C", "H", "H", "H", "H", "H", "H", "H", "H"],
  "positions_angstrom": [[-2.830, 2.702, -2.092], [-3.988, 3.055, -2.492], [-4.846, 1.951, -3.276], [-4.190, 0.499, -2.991], [-4.604, -0.405, -1.779], [-5.737, 0.171, -0.817], [-4.978, 0.626, 0.558], [-6.000, 1.155, 1.687], [-5.956, 2.742, 1.943], [-4.590, 3.342, 1.934], [-4.469, 4.541, 1.121], [-2.977, 4.976, 1.207], [-2.304, 3.915, 2.150], [-3.372, 2.873, 2.600], [-3.941, -1.796, -1.479], [-4.280, -2.802, -0.311], [-3.129, -2.911, 0.550], [-4.539, -4.126, -0.835], [-5.378, -2.491, 0.514], [-2.794, -2.245, -2.462], [-1.954, -3.599, -2.309], [-0.338, -3.327, -2.313], [0.246, -3.394, -0.811], [0.248, -1.997, -0.032], [0.275, -2.327, 1.385], [-0.915, -1.198, -0.224], [1.520, -1.058, -0.312], [1.258, -0.343, -1.517], [2.766, -1.726, -0.295], [1.538, -0.072, 0.742], [-2.400, -1.329, -3.705], [-1.419, -1.562, -4.739], [-1.390, -0.277, -5.849], [-2.584, 0.799, -5.194], [-3.058, 0.068, -4.031], [-4.339, 4.132, -2.311], [-5.971, 1.983, -3.084], [-4.707, 2.177, -4.406], [-6.532, -0.636, -0.631], [-6.282, 1.099, -1.201], [-4.420, -0.276, 1.027], [-4.137, 1.385, 0.305], [-7.063, 0.874, 1.321], [-5.881, 0.618, 2.707], [-6.549, 3.250, 1.091], [-6.487, 3.010, 2.932], [-5.362, 4.974, 0.562], [-2.521, 5.867, 0.662], [-1.188, 3.897, 2.430], [-3.265, 1.944, 3.260], [-2.190, -4.237, -3.246], [-2.160, -4.180, -1.347], [0.200, -4.109, -2.977], [-0.063, -2.300, -2.733], [-0.338, -4.142, -0.147], [1.331, -3.798, -0.858], [8.001, -0.158, 3.515], [8.019, -0.462, 2.107], [7.666, 0.514, 1.112], [7.138, -1.803, 1.854], [5.770, -1.799, 2.257], [4.915, -0.917, 1.358], [9.602, -1.129, 1.686], [5.673, -1.495, 3.306], [5.403, -2.828, 2.188], [5.219, 0.130, 1.432], [3.863, -0.974, 1.630], [5.035, -1.213, 0.311], [9.872, -1.902, 2.406], [10.320, -0.308, 1.726], [9.558, -1.534, 0.674], [-8.659, 3.082, 4.386], [-8.947, 4.424, 4.826], [-7.950, 5.258, 5.439], [-10.253, 4.384, 5.788], [-10.206, 3.567, 6.956], [-9.287, 4.145, 8.022], [-9.662, 5.325, 3.481], [-9.910, 2.542, 6.703], [-11.222, 3.515, 7.361], [-8.252, 4.173, 7.675], [-9.313, 3.551, 8.934], [-9.575, 5.176, 8.253], [-10.452, 4.727, 3.025], [-8.865, 5.514, 2.759], [-10.054, 6.269, 3.857], [9.245, -3.621, -0.869], [8.557, -4.860, -0.600], [9.256, -6.113, -0.506], [7.344, -5.020, -1.666], [7.661, -5.015, -3.056], [8.370, -6.292, -3.486], [7.577, -4.665, 0.857], [8.258, -4.133, -3.316], [6.718, -4.937, -3.607], [9.339, -6.388, -2.992], [8.543, -6.307, -4.561], [7.777, -7.169, -3.203], [7.007, -3.740, 0.787], [8.261, -4.624, 1.706], [6.915, -5.526, 0.957], [4.752, -0.049, -4.539], [5.265, 1.297, -4.489], [6.560, 1.638, -5.011], [5.162, 1.834, -2.962], [5.831, 1.097, -1.939], [7.343, 1.250, -2.019], [4.076, 2.390, -5.210], [5.546, 0.039, -1.972], [5.491, 1.490, -0.976], [7.733, 0.829, -2.948], [7.837, 0.742, -1.193], [7.619, 2.310, -2.007], [3.090, 2.176, -4.796], [4.082, 2.210, -6.286], [4.371, 3.418, -5.004]],
  "largest_force_ha_per_bohr": 0.10881,
  "e_homo_ev": -7.82,
  "charge": 0,
  "gap_ev": 6.2,
  "smiles": "O=CCc1c(CCCCn2cccc2)c(C(F)(F)F)c(CCCC(F)(F)C(F)(F)F)c2nsnc12.CCOS(C)(=O)=O.CCOS(C)(=O)=O.CCOS(C)(=O)=O.CCOS(C)(=O)=O"
}

=====

{
  "formula": "CH4N2O2S",
  "method": "ωB97M-V with the def2-TZVPD basis set",
  "symbols": ["C", "N", "N", "O", "O", "S", "H", "H", "H", "H"],
  "positions_angstrom": [[-0.706, 0.641, -0.276], [0.964, -1.161, 0.584], [0.122, 1.585, -0.108], [-2.352, -0.783, -1.401], [-0.054, 2.846, -0.378], [-2.206, 0.101, -0.203], [1.520, -1.497, 1.305], [1.542, -1.081, -0.197], [0.992, 1.315, 0.317], [0.178, -1.965, 0.357]],
  "largest_force_ha_per_bohr": 0.09551,
  "e_homo_ev": -9.45,
  "e_above_lowest_kcal_mol": 119.3,
  "charge": 0,
  "gap_ev": 8.4
}

=====

{
  "formula": "CH4BrClOP",
  "method": "ωB97M-V with the def2-TZVPD basis set",
  "symbols": ["C", "O", "P", "Cl", "Br", "H", "H", "H", "H"],
  "positions_angstrom": [[-0.914, -0.416, -0.692], [0.179, 0.268, 1.607], [0.601, 0.100, 0.046], [1.329, 1.864, -0.716], [2.243, -1.303, 0.155], [-1.706, 0.389, -0.455], [-1.293, -1.236, -0.187], [-0.978, -0.770, -1.726], [0.539, 1.105, 1.969]],
  "largest_force_ha_per_bohr": 0.13141,
  "e_homo_ev": [-11.18, -16.64],
  "spin_multiplicity": 3,
  "e_above_lowest_kcal_mol": 0.0,
  "charge": 1,
  "gap_ev": [7.4, 6.5]
}

=====

{
  "formula": "C3H11N2",
  "method": "ωB97M-V with the def2-TZVPD basis set",
  "symbols": ["C", "N", "H", "H", "H", "H", "H", "H", "C", "C", "N", "H", "H", "H", "H", "H"],
  "positions_angstrom": [[2.228, 0.519, 0.551], [1.104, -0.468, 1.085], [2.062, 1.453, 1.087], [3.198, 0.122, 0.837], [1.969, 0.613, -0.501], [1.202, -1.301, 0.475], [0.198, 0.006, 0.628], [1.072, -0.664, 2.084], [-1.510, -0.800, -1.339], [-1.662, 0.960, 0.154], [-0.832, 0.121, -0.402], [-1.386, -1.906, -1.150], [-0.924, -0.692, -2.277], [-2.587, -0.688, -1.625], [-1.378, 1.969, 0.396], [-2.754, 0.758, -0.001]],
  "largest_force_ha_per_bohr": 0.07535,
  "e_homo_ev": -14.98,
  "e_above_lowest_kcal_mol": 52.6,
  "charge": 1,
  "gap_ev": 11.3
}

=====

{
  "formula": "C6H14O2",
  "method": "ωB97M-V with the def2-TZVPD basis set",
  "symbols": ["C", "C", "C", "C", "C", "C", "H", "H", "H", "H", "H", "H", "H", "H", "H", "H", "H", "H", "O", "H", "H", "O"],
  "positions_angstrom": [[-2.911, -0.139, 0.131], [-1.850, 0.758, 0.756], [-0.540, -0.067, 0.680], [0.595, 0.369, 0.126], [1.606, -0.701, 0.076], [2.676, -0.710, -0.728], [-2.714, -0.239, -0.935], [-3.934, 0.306, 0.137], [-3.158, -1.099, 0.599], [-1.893, 0.934, 1.824], [-1.708, 1.675, 0.174], [-0.648, -1.098, 1.006], [0.848, 1.372, -0.175], [1.635, -1.428, 0.879], [2.829, 0.072, -1.480], [3.409, -1.483, -0.617], [1.578, 2.206, 1.907], [2.880, 1.766, 2.530], [2.138, 1.436, 2.008], [-0.801, -0.784, -2.659], [0.454, -1.585, -3.117], [-0.491, -1.561, -3.122]],
  "largest_force_ha_per_bohr": 0.05124,
  "e_homo_ev": -8.54,
  "e_above_lowest_kcal_mol": 58.0,
  "charge": 0,
  "gap_ev": 9.2,
  "smiles": "C=C/C=C/CC.O.O"
}

=====

{
  "formula": "C4H7NO",
  "method": "ωB97M-V with the def2-TZVPD basis set",
  "symbols": ["O", "N", "C", "C", "C", "C", "H", "H", "H", "H", "H", "H", "H"],
  "positions_angstrom": [[2.416, -0.752, 0.085], [1.689, 0.430, 0.203], [0.460, 0.240, -0.051], [-0.275, -1.040, -0.296], [-1.739, 0.341, 0.586], [-0.614, 1.276, 0.101], [3.291, -0.490, 0.395], [-0.684, -1.129, -1.304], [0.239, -1.954, 0.007], [-2.472, 0.214, -0.231], [-1.145, -0.942, 0.537], [-0.812, 1.759, -0.866], [-0.355, 2.046, 0.834]],
  "largest_force_ha_per_bohr": 0.01281,
  "e_homo_ev": -8.51,
  "e_above_lowest_kcal_mol": 152.7,
  "charge": 0,
  "gap_ev": 8.7
}